#1
# C8H20N2

One molecule with the formula C8H20N2 (ωB97M-V with the def2-TZVPD basis set, the OMol25 dataset).

Last column: Mulliken charge in e.
Cartesian coordinates (Å):
C (-0.794, -0.931, -2.260)  -1.701
C (-0.775, -1.368, -0.790)  1.653
C (-1.801, -2.500, -0.600)  -1.761
C (0.610, -1.896, -0.418)  -1.654
N (-1.231, -0.285, 0.109)  -0.312
N (-0.509, 0.287, 1.141)  -0.519
C (0.564, 1.378, 0.953)  1.713
C (0.786, 1.756, -0.509)  -1.722
C (-0.004, 2.596, 1.700)  -1.803
C (1.896, 0.979, 1.596)  -1.684
H (-0.039, -0.175, -2.461)  0.336
H (-0.607, -1.785, -2.906)  0.422
H (-1.769, -0.522, -2.518)  0.427
H (-1.562, -3.353, -1.231)  0.402
H (-1.811, -2.817, 0.439)  0.395
H (-2.797, -2.145, -0.856)  0.400
H (1.376, -1.136, -0.561)  0.206
H (0.856, -2.747, -1.050)  0.493
H (0.631, -2.227, 0.619)  0.409
H (-1.783, 0.411, -0.374)  0.365
H (0.004, -0.409, 1.676)  0.377
H (1.375, 1.005, -1.035)  0.267
H (-0.168, 1.866, -1.026)  0.363
H (1.319, 2.703, -0.573)  0.534
H (-0.925, 2.928, 1.228)  0.390
H (0.703, 3.423, 1.702)  0.391
H (-0.228, 2.324, 2.729)  0.411
H (1.751, 0.749, 2.650)  0.445
H (2.619, 1.790, 1.518)  0.408
H (2.318, 0.101, 1.111)  0.350

Properties
Frontier orbital gap (hartree): 0.3086
Net charge: 0
SMILES string: CC(C)(C)NNC(C)(C)C
LUMO energy (eV): 0.855


#2
# C8H20N2

One molecule with the formula C8H20N2 (ωB97M-V with the def2-TZVPD basis set, the OMol25 dataset).

Last column: Mulliken charge in e.
Cartesian coordinates (Å):
C (-0.861, 2.276, 2.219)  -1.005
C (-1.088, 0.779, 2.216)  -0.580
C (-1.069, 0.020, 0.494)  0.751
N (-1.554, -1.312, 0.520)  -0.555
N (-1.790, 0.835, -0.381)  -0.377
C (0.391, 0.177, 0.404)  -1.494
C (1.070, -0.647, -1.058)  2.059
C (2.538, -0.239, -1.023)  -1.820
C (0.419, -0.127, -2.328)  -1.824
C (0.959, -2.162, -0.988)  -1.860
H (-1.487, 2.751, 1.463)  0.236
H (-1.102, 2.725, 3.187)  0.384
H (0.182, 2.523, 2.012)  0.239
H (-2.114, 0.541, 2.511)  0.370
H (-0.435, 0.262, 2.922)  0.352
H (-1.077, -1.893, 1.194)  0.211
H (-2.555, -1.365, 0.663)  0.250
H (-2.089, 0.411, -1.246)  0.251
H (-2.331, 1.655, -0.154)  0.114
H (0.945, -0.305, 1.202)  0.467
H (0.670, 1.204, 0.197)  0.295
H (2.648, 0.847, -1.058)  0.394
H (3.025, -0.599, -0.115)  0.385
H (3.088, -0.653, -1.874)  0.447
H (0.444, 0.965, -2.368)  0.309
H (0.955, -0.476, -3.218)  0.500
H (-0.596, -0.514, -2.428)  0.308
H (-0.066, -2.499, -1.136)  0.385
H (1.543, -2.635, -1.787)  0.476
H (1.339, -2.546, -0.040)  0.332

Properties
Frontier orbital gap (hartree): 0.3179
Net charge: 0
SMILES string: CCC(N)(N)CC(C)(C)C
LUMO energy (eV): 0.929


Tell me which of them is the least stable. Sure, it is #2.


#1
# C28H56O21

A 7-piece molecular cluster, C28H56O21 overall (ωB97M-V with the def2-TZVPD basis set, the OMol25 dataset).

Last column: Mulliken charge in e.
Cartesian coordinates (Å):
C (0.909, 4.140, -5.554)  -0.962
C (2.302, 4.157, -5.065)  -0.325
O (2.296, 4.116, -3.674)  -0.293
C (3.124, 3.406, -2.903)  0.805
O (4.041, 2.659, -3.242)  -0.610
O (2.825, 3.695, -1.648)  -0.285
C (3.579, 3.337, -0.531)  -0.601
H (0.360, 3.488, -4.874)  0.202
H (0.774, 3.793, -6.578)  0.361
H (0.558, 5.143, -5.313)  0.273
H (2.867, 4.971, -5.518)  0.303
H (2.855, 3.245, -5.291)  0.339
H (4.407, 2.670, -0.770)  0.412
H (3.050, 2.632, 0.110)  0.144
H (3.838, 4.223, 0.049)  0.256
C (-0.536, 0.396, 4.676)  -0.917
C (0.521, 1.004, 3.855)  -0.207
O (-0.018, 2.054, 3.046)  -0.254
C (0.792, 2.802, 2.428)  0.815
O (2.022, 2.748, 2.297)  -0.652
O (0.042, 3.789, 1.875)  -0.324
C (0.611, 4.749, 1.039)  -0.268
H (-0.112, -0.452, 5.215)  0.123
H (-1.383, 0.048, 4.086)  0.187
H (-0.842, 1.088, 5.462)  0.428
H (0.903, 0.229, 3.191)  0.184
H (1.341, 1.341, 4.489)  0.430
H (-0.278, 5.306, 0.743)  0.162
H (1.063, 4.215, 0.203)  -0.022
H (1.376, 5.270, 1.614)  0.363
C (-1.687, -4.779, 4.505)  -1.016
C (-0.391, -4.469, 5.311)  -0.266
O (-0.709, -3.318, 6.191)  -0.269
C (0.221, -2.890, 6.944)  0.791
O (1.408, -3.249, 6.951)  -0.612
O (-0.322, -1.898, 7.665)  -0.311
C (0.586, -1.073, 8.386)  -0.721
H (-1.447, -5.547, 3.771)  0.424
H (-1.951, -3.937, 3.865)  0.043
H (-2.572, -5.039, 5.085)  0.374
H (0.282, -4.322, 4.466)  0.276
H (-0.115, -5.315, 5.941)  0.358
H (1.055, -1.610, 9.211)  0.309
H (0.133, -0.149, 8.747)  0.294
H (1.428, -0.670, 7.823)  0.305
C (3.020, -0.837, -2.914)  -0.583
C (3.350, -2.233, -3.548)  -0.389
O (4.388, -2.023, -4.544)  -0.298
C (5.568, -2.460, -4.328)  0.739
O (6.129, -2.731, -3.218)  -0.606
O (6.178, -2.545, -5.515)  -0.321
C (7.334, -3.450, -5.579)  -0.677
H (2.743, -0.109, -3.677)  0.295
H (3.949, -0.482, -2.469)  0.301
H (2.272, -0.949, -2.129)  0.023
H (2.390, -2.524, -3.976)  0.334
H (3.532, -2.865, -2.678)  0.324
H (7.628, -3.797, -6.570)  0.277
H (7.148, -4.338, -4.976)  0.297
H (8.290, -3.065, -5.224)  0.285
C (-2.892, 3.286, 0.098)  -0.237
C (-3.219, 4.072, -1.186)  -0.408
O (-4.535, 4.584, -1.227)  -0.253
C (-5.087, 5.123, -2.301)  0.725
O (-4.415, 5.408, -3.320)  -0.622
O (-6.351, 5.335, -2.130)  -0.332
C (-7.139, 6.045, -3.138)  -0.648
H (-1.822, 3.081, 0.134)  -0.342
H (-3.377, 2.313, 0.014)  0.276
H (-3.232, 3.852, 0.965)  0.438
H (-3.270, 3.299, -1.953)  0.277
H (-2.563, 4.923, -1.368)  0.326
H (-8.198, 5.828, -3.002)  0.245
H (-6.852, 5.807, -4.163)  0.316
H (-6.990, 7.123, -3.074)  0.295
C (-3.254, -2.058, 2.012)  -1.570
C (-1.867, -1.727, 1.466)  0.923
O (-1.774, -0.563, 0.710)  -0.240
C (-0.736, -0.261, -0.086)  0.795
O (0.340, -0.895, -0.168)  -0.672
O (-1.017, 0.868, -0.737)  -0.342
C (0.009, 1.731, -1.176)  -0.440
H (-3.470, -1.696, 3.018)  0.307
H (-3.365, -3.142, 2.046)  0.339
H (-4.002, -1.705, 1.302)  0.413
H (-1.609, -2.493, 0.735)  -0.653
H (-1.154, -1.755, 2.291)  0.356
H (0.443, 2.050, -0.229)  0.125
H (-0.286, 2.552, -1.829)  0.339
H (0.731, 1.048, -1.624)  0.177
C (1.336, -4.489, -0.482)  -1.116
C (-0.027, -4.391, -1.242)  -0.242
O (-1.045, -4.796, -0.374)  -0.252
C (-2.301, -4.617, -0.747)  0.860
O (-2.603, -4.098, -1.801)  -0.616
O (-3.106, -5.205, 0.153)  -0.324
C (-4.521, -5.032, 0.038)  -0.678
H (2.206, -4.337, -1.120)  0.285
H (1.359, -5.439, 0.051)  0.378
H (1.494, -3.746, 0.299)  0.200
H (-0.149, -5.139, -2.025)  0.439
H (-0.090, -3.409, -1.712)  0.269
H (-4.779, -4.939, -1.017)  0.337
H (-4.842, -4.116, 0.535)  0.240
H (-5.099, -5.869, 0.427)  0.260

Properties
Frontier orbital gap (hartree): 0.3964
Net charge: 0
SMILES string: CCOC(=O)OC.CCOC(=O)OC.CCOC(=O)OC.CCOC(=O)OC.CCOC(=O)OC.CCOC(=O)OC.CCOC(=O)OC
LUMO energy (eV): 0.536


#2
# C28H56O21

A 7-piece molecular cluster, C28H56O21 overall (ωB97M-V with the def2-TZVPD basis set, the OMol25 dataset).

Last column: Mulliken charge in e.
Cartesian coordinates (Å):
C (-10.642, -11.174, -10.965)  -0.844
C (-10.701, -11.613, -12.421)  -0.241
O (-10.696, -13.026, -12.553)  -0.394
C (-9.503, -13.623, -12.597)  0.895
O (-8.473, -13.096, -12.267)  -0.583
O (-9.647, -14.803, -13.160)  -0.410
C (-8.519, -15.674, -13.136)  -0.498
H (-10.982, -10.151, -10.814)  0.391
H (-9.627, -11.284, -10.584)  0.156
H (-11.268, -11.817, -10.341)  0.143
H (-9.850, -11.137, -12.917)  0.269
H (-11.576, -11.255, -12.960)  0.397
H (-7.822, -15.438, -12.335)  0.092
H (-7.958, -15.537, -14.070)  0.424
H (-8.846, -16.708, -13.164)  0.277
C (-2.931, -8.624, -7.425)  -1.071
C (-2.913, -9.836, -8.310)  0.348
O (-4.246, -10.222, -8.665)  -0.341
C (-4.371, -11.391, -9.279)  0.778
O (-3.497, -12.200, -9.451)  -0.566
O (-5.620, -11.488, -9.733)  -0.366
C (-5.942, -12.757, -10.280)  -0.010
H (-3.844, -8.374, -6.880)  0.360
H (-2.782, -7.668, -7.942)  0.374
H (-2.131, -8.664, -6.688)  0.064
H (-2.371, -10.674, -7.869)  -0.078
H (-2.365, -9.647, -9.239)  0.299
H (-5.569, -13.589, -9.699)  -0.098
H (-5.789, -12.943, -11.345)  0.241
H (-7.034, -12.809, -10.252)  0.079
C (-12.526, -22.174, -6.445)  -1.020
C (-11.424, -23.206, -6.508)  -0.290
O (-10.498, -22.933, -7.558)  -0.340
C (-9.427, -22.193, -7.233)  0.825
O (-9.250, -21.709, -6.148)  -0.590
O (-8.650, -22.094, -8.285)  -0.330
C (-7.283, -21.689, -8.098)  -0.538
H (-12.128, -21.162, -6.328)  0.260
H (-13.092, -22.284, -5.514)  0.401
H (-13.246, -22.126, -7.262)  0.259
H (-11.769, -24.222, -6.702)  0.335
H (-10.936, -23.226, -5.531)  0.315
H (-6.943, -21.190, -9.002)  0.029
H (-6.721, -22.615, -7.999)  0.345
H (-7.192, -20.972, -7.288)  0.346
C (-12.285, -20.372, -10.211)  -0.758
C (-12.773, -19.215, -9.367)  -0.254
O (-11.891, -18.121, -9.531)  -0.137
C (-12.259, -16.857, -9.411)  0.599
O (-13.370, -16.414, -9.347)  -0.595
O (-11.126, -16.156, -9.411)  -0.260
C (-11.210, -14.749, -9.322)  -0.792
H (-11.286, -20.541, -9.789)  -0.003
H (-12.148, -20.161, -11.269)  0.304
H (-12.829, -21.301, -10.066)  0.379
H (-12.794, -19.523, -8.317)  0.156
H (-13.803, -18.900, -9.564)  0.368
H (-11.768, -14.317, -10.158)  0.298
H (-10.190, -14.382, -9.375)  0.270
H (-11.766, -14.403, -8.449)  0.396
C (-1.194, -9.330, -3.966)  -1.183
C (-0.620, -10.708, -4.098)  -0.234
O (-1.117, -11.264, -5.319)  -0.164
C (-0.756, -12.482, -5.659)  0.626
O (-0.029, -13.230, -5.076)  -0.582
O (-1.358, -12.743, -6.829)  -0.185
C (-1.043, -13.999, -7.415)  -0.579
H (-2.272, -9.421, -3.805)  0.305
H (-1.014, -8.637, -4.780)  0.224
H (-0.836, -8.857, -3.048)  0.410
H (-0.787, -11.349, -3.231)  0.331
H (0.474, -10.689, -4.175)  0.298
H (-0.102, -13.902, -7.960)  0.323
H (-1.820, -14.301, -8.113)  -0.033
H (-0.947, -14.782, -6.663)  0.385
C (-8.650, -18.421, -10.460)  -1.041
C (-7.225, -18.612, -10.967)  0.152
O (-6.316, -18.326, -9.894)  -0.361
C (-5.870, -17.079, -9.849)  0.555
O (-6.080, -16.206, -10.650)  -0.224
O (-5.027, -16.998, -8.828)  -0.428
C (-4.705, -15.766, -8.219)  -0.565
H (-9.125, -17.458, -10.635)  0.229
H (-8.729, -18.684, -9.405)  0.367
H (-9.294, -19.152, -10.959)  0.425
H (-6.985, -18.050, -11.868)  -0.225
H (-7.125, -19.661, -11.244)  0.366
H (-5.567, -15.308, -7.732)  0.366
H (-4.288, -15.057, -8.937)  0.093
H (-3.947, -15.974, -7.469)  0.305
C (-2.305, -16.578, -12.141)  -1.285
C (-3.691, -16.705, -12.696)  0.480
O (-3.631, -17.189, -14.064)  -0.350
C (-4.598, -17.926, -14.553)  0.830
O (-5.585, -18.295, -13.961)  -0.590
O (-4.317, -18.209, -15.828)  -0.374
C (-5.215, -19.074, -16.493)  -0.687
H (-1.687, -15.786, -12.558)  0.355
H (-1.748, -17.513, -12.183)  0.348
H (-2.451, -16.308, -11.088)  0.265
H (-4.192, -15.741, -12.781)  0.155
H (-4.315, -17.418, -12.163)  -0.025
H (-4.649, -19.590, -17.268)  0.249
H (-5.992, -18.530, -17.039)  0.280
H (-5.703, -19.788, -15.835)  0.321

Properties
Frontier orbital gap (hartree): 0.4118
Net charge: 0
SMILES string: CCOC(=O)OC.CCOC(=O)OC.CCOC(=O)OC.CCOC(=O)OC.CCOC(=O)OC.CCOC(=O)OC.CCOC(=O)OC
LUMO energy (eV): 0.604


Tell me which of them is the least stable. Sure, it is #1.


#1
# C4H9N4

An isolated ion of composition C4H9N4 and charge +1 (ωB97M-V with the def2-TZVPD basis set, the OMol25 dataset).

Last column: Mulliken charge in e.
Cartesian coordinates (Å):
C (0.967, 1.287, 0.841)  -1.161
C (2.186, 0.790, 0.156)  0.225
N (2.169, -0.399, -0.353)  -0.115
C (1.279, -1.548, -0.270)  -0.169
N (-0.009, -1.475, -0.090)  -0.269
N (-0.972, -0.863, -0.393)  0.181
N (-1.837, -0.348, 0.247)  -0.093
C (-3.054, 0.001, -0.293)  -0.731
H (1.138, 1.840, 1.646)  0.441
H (0.225, 0.459, 1.029)  0.296
H (0.475, 1.899, 0.098)  0.325
H (3.019, 1.455, 0.126)  0.435
H (3.026, -0.651, -0.866)  0.320
H (1.757, -2.469, -0.437)  0.393
H (-3.095, 1.012, -0.652)  0.314
H (-3.395, -0.633, -1.181)  0.323
H (-3.879, -0.356, 0.393)  0.286

Properties
Frontier orbital gap (alpha / beta) (hartree): 0.2756 / 0.2756
Net charge: +1
SMILES string: C\C=[NH+]/C=N\N=N\C
LUMO energy (alpha / beta) (eV): -5.162 / -5.161


#2
# C4H9N4

C4H9N4 as an isolated structure (ωB97M-V with the def2-TZVPD basis set, the OMol25 dataset).

Last column: Mulliken charge in e.
Cartesian coordinates (Å):
C (0.244, 1.180, -0.163)  0.609
C (1.465, -1.419, 0.365)  -0.466
C (0.211, -1.192, -0.544)  -0.720
C (-1.954, -0.147, 0.052)  -0.849
N (2.064, 0.774, -0.110)  -0.073
N (2.378, -0.333, 0.093)  -0.078
N (-0.494, 0.087, -0.192)  -0.041
N (-0.069, 2.429, 0.097)  -0.338
H (1.231, -1.296, 1.473)  0.311
H (1.913, -2.331, 0.321)  0.439
H (0.611, -1.041, -1.580)  0.356
H (-0.360, -2.147, -0.413)  0.411
H (-1.918, -0.929, 0.805)  0.380
H (-2.202, 0.834, 0.346)  0.315
H (-2.627, -0.469, -0.787)  0.259
H (0.551, 3.224, -0.043)  0.269
H (-1.044, 2.774, 0.280)  0.216

Properties
Frontier orbital gap (hartree): 0.3483
Net charge: +1
LUMO energy (eV): -3.949


Tell me which of them is the least stable. Sure, it is #1.